# 1
A molecular structure, C28H24AuBr2N8O. Source: OMol25; level of theory: ωB97M-V with the def2-TZVPD basis set.

```
64
Properties=species:S:1:pos:R:3:nbo_charge:R:1
C 2.696 7.143 0.926 -0.20
H -0.599 1.884 0.374 0.26
C 0.461 -7.237 -0.537 -0.11
H 0.561 1.041 1.401 0.27
C -4.956 -1.863 0.141 0.15
H 0.176 3.424 -2.922 0.24
N 1.554 4.060 -1.478 -0.28
H 3.214 0.980 -1.366 0.31
H -3.363 -2.559 2.904 0.23
H -7.452 -0.502 3.356 0.51
C 1.425 -1.413 0.336 0.06
H 1.808 -1.884 2.361 0.26
C -0.862 -7.203 -0.924 -0.19
N 0.921 1.810 -1.823 -0.26
C 3.011 5.469 -0.709 0.02
N 0.646 -2.513 -0.038 -0.47
C 0.803 5.722 0.310 -0.28
H 4.577 6.820 -0.079 0.26
C 1.347 6.750 1.053 -0.14
C -6.263 -1.112 1.980 0.41
C 2.603 0.670 -0.514 -0.35
C 1.420 -0.128 -3.087 0.08
C 0.995 -3.672 0.370 0.18
H 3.056 7.965 1.527 0.25
H 0.715 7.285 1.748 0.24
C 2.907 -0.111 1.797 -0.25
H 1.383 -0.607 -4.057 0.28
H -5.344 -1.508 3.906 0.25
H 1.911 -3.821 0.948 0.20
N -3.978 -2.318 0.944 -0.59
H -2.626 -5.979 -1.030 0.24
C 1.209 1.283 -0.606 0.38
C 3.546 6.517 0.045 -0.15
C 0.282 -4.909 0.014 0.10
C -4.153 -2.172 2.276 0.08
H -1.362 -8.079 -1.312 0.27
N 1.433 -0.897 -2.008 -0.43
C 1.685 -0.464 -0.733 0.28
H 3.343 -0.016 2.782 0.28
C 1.677 5.090 -0.573 0.16
H 1.223 1.847 -3.879 0.28
H -0.392 3.405 -1.232 0.25
C 2.007 -1.200 1.544 -0.13
H 0.890 2.703 0.936 0.29
H -0.243 5.459 0.399 0.22
H 1.162 -1.881 -2.077 0.48
C 0.460 1.758 0.589 -0.70
C 1.038 -6.065 -0.056 -0.18
Br -4.728 -2.122 -1.704 0.14
N 3.611 4.662 -1.661 -0.12
O -7.378 -0.532 2.392 -0.60
Br 4.359 2.210 1.056 0.25
C -1.576 -6.020 -0.779 0.08
N 2.762 3.841 -2.109 -0.07
N -1.029 -4.892 -0.310 -0.49
Au -2.416 -3.453 0.240 0.58
H 1.039 -8.149 -0.605 0.26
H -6.860 -0.908 -0.079 0.28
C 0.466 3.268 -1.884 -0.01
C 1.260 1.242 -2.986 0.02
C -6.095 -1.254 0.600 -0.31
C 3.218 0.763 0.823 -0.03
C -5.259 -1.584 2.831 -0.32
H 2.076 -6.044 0.247 0.25
```

Properties
E_tot = -6877.3936 hartree
Multiplicity = 1
Orbital gap (spin up / spin down) = 5.02 / 5.02 eV
Net charge = +3


# 2
A molecular structure, C28H24AuN3S3Si. Source: OMol25; level of theory: ωB97M-V with the def2-TZVPD basis set.

```
60
Properties=species:S:1:pos:R:3:nbo_charge:R:1
C -3.220 2.457 2.648 -1.14
C 1.060 -3.995 -0.994 -0.09
H 6.137 5.051 2.925 0.25
C 3.732 -1.353 0.961 0.02
H -2.221 -7.245 -3.456 0.25
C 5.048 3.308 2.109 -0.19
C 1.974 -3.152 -0.346 -0.07
C 5.216 1.947 2.093 -0.29
C 3.090 -3.634 0.429 -0.16
H 5.410 -0.792 2.164 0.25
H 4.216 3.829 1.656 0.22
N -1.079 1.489 -1.496 -0.52
H -6.324 1.620 1.960 0.27
C -4.771 4.282 0.733 -1.12
H 2.985 2.385 0.607 0.23
C 4.354 0.942 1.473 -0.05
H 3.245 -4.703 0.501 0.25
C 6.085 3.981 2.800 -0.25
H -3.780 -5.306 -4.286 0.26
C -3.734 1.876 -1.675 -0.07
C -3.153 2.030 -0.412 -0.45
H -6.243 1.361 0.223 0.25
N 2.417 0.466 0.146 -0.49
Au 0.715 0.973 -0.802 1.22
H -0.883 -1.603 -2.366 0.22
H -5.346 4.350 -0.193 0.25
C 1.775 -1.777 -0.456 0.20
C -5.652 1.353 1.141 -1.12
S -0.573 1.920 0.888 0.11
H -1.003 1.100 -3.543 0.24
H 7.907 3.352 3.854 0.26
C -0.974 -4.327 -2.404 -0.27
C -0.961 -5.691 -2.512 -0.18
H -4.803 2.023 -1.783 0.24
H -2.852 1.452 2.866 0.25
S -2.337 -3.666 -3.221 0.45
C -1.644 1.348 -2.709 0.05
H -3.868 2.748 3.480 0.28
H -3.913 4.952 0.647 0.25
C 3.232 1.340 0.730 0.11
C 0.001 -3.479 -1.718 -0.06
C -2.056 -6.197 -3.256 -0.24
H 4.777 -3.146 1.609 0.25
H -2.378 3.155 2.657 0.24
H -0.200 -6.326 -2.082 0.23
C -2.998 1.552 -2.818 -0.24
C -2.880 -5.209 -3.700 -0.37
H -5.310 0.331 1.317 0.25
C 4.572 -0.423 1.585 -0.11
Si -4.236 2.546 1.093 1.62
H -3.472 1.465 -3.785 0.26
N 0.758 -1.266 -1.192 -0.54
H -5.404 4.659 1.540 0.27
C -0.093 -2.072 -1.791 0.10
C 2.648 -0.874 0.230 0.11
C -1.787 1.824 -0.411 0.10
C 3.932 -2.779 1.042 -0.17
S 6.649 1.497 2.924 0.50
C 7.017 3.118 3.292 -0.36
H 1.194 -5.066 -0.913 0.24
```

Properties
E_tot = -2864.9073 hartree
Multiplicity = 1
Orbital gap = 4.78 eV
Net charge = +2


# 3
A molecular structure, C28H24BaN7O2PS2Se. Source: OMol25; level of theory: ωB97M-V with the def2-TZVPD basis set.

```
66
Properties=species:S:1:pos:R:3:lowdin_charge:R:1
O 1.120 -1.713 0.442 -1.08
H 2.840 -3.103 -3.192 0.06
H 4.371 -6.017 -1.518 0.05
H 4.390 3.484 6.075 0.05
S -6.705 -2.053 -0.983 0.94
C 3.027 2.119 5.109 -0.20
C 4.399 -2.532 0.115 -0.15
H 1.219 2.687 -3.300 0.08
C 2.663 -3.269 -2.115 -0.17
C -1.927 -1.129 -4.130 -0.06
N -5.407 -1.918 -1.958 -0.26
H 5.039 -2.881 0.883 0.04
C -3.760 -0.702 1.045 -0.09
H 3.296 1.239 5.703 0.08
H 2.023 -4.155 -2.034 0.05
C 3.995 -5.296 -0.799 -0.19
H -0.879 2.027 -4.719 0.06
C -2.345 -0.710 0.927 -0.30
C -1.819 -1.293 -1.417 -0.32
C -4.664 -1.307 0.082 -0.29
C -0.738 -1.095 -3.427 -0.14
C 0.093 2.976 -1.550 -0.60
H -3.276 2.578 -1.232 0.07
C 2.242 4.198 3.584 -0.12
P 4.259 -3.586 -1.349 0.53
Se 0.319 3.849 0.882 0.98
H -5.418 0.011 2.062 0.12
H 3.628 5.405 4.704 0.09
C -3.128 -1.221 -3.402 -0.02
C -4.305 -0.002 2.101 -0.04
H 2.157 -2.458 -1.652 0.00
H -3.895 1.198 3.905 0.11
C 2.103 1.909 4.126 -0.13
C 0.221 2.612 -2.890 -0.11
N -0.686 -1.114 -2.094 0.11
N -5.929 -1.551 0.366 -0.25
O 5.462 -3.494 -2.237 -0.41
S -0.226 -2.493 0.432 0.76
C 0.811 2.594 2.170 -0.66
C -2.330 2.583 -1.697 -0.09
N 1.101 3.389 -0.763 -0.35
H -1.469 1.382 3.252 0.10
N -1.307 3.148 0.419 -0.27
C -2.184 0.732 2.725 -0.10
H 4.809 -1.608 -0.309 0.06
H -2.994 1.932 -3.642 0.07
H 4.655 -5.428 0.064 0.04
C 1.600 2.938 3.277 -0.46
C -1.233 2.948 -0.934 -0.50
C -4.344 -1.555 -1.288 -0.26
C 3.573 3.330 5.398 -0.20
C -0.910 2.256 -3.680 -0.18
N -1.650 -1.481 -0.037 -0.26
Ba 0.903 0.680 0.306 1.76
C -3.070 -1.345 -2.025 -0.08
H -4.043 -1.188 -3.922 0.09
N -1.637 -0.010 1.765 0.07
C 3.180 4.390 4.564 -0.17
C -3.546 0.702 2.985 -0.05
H 2.025 5.099 3.014 0.07
H 3.418 -2.236 0.448 0.01
H 2.995 -5.439 -0.447 0.03
H 1.735 0.895 4.018 0.08
C -2.136 2.204 -3.045 -0.19
H -1.929 -1.130 -5.227 0.10
H 0.220 -0.982 -3.935 0.11
```

Properties
E_tot = -5179.7922 hartree
Multiplicity = 1
Orbital gap = 3.28 eV
Net charge = -2


# 4
A molecular structure, C28H24BrCl6N2O4RhSi. Source: OMol25; level of theory: ωB97M-V with the def2-TZVPD basis set.

```
67
Properties=species:S:1:pos:R:3:nbo_charge:R:1
H -0.775 -1.969 4.797 0.23
C 2.197 -0.396 1.156 0.29
H -3.385 -0.968 1.664 0.22
Rh -0.480 -0.340 -0.281 1.24
H -2.273 1.796 -1.069 0.24
H 4.597 2.243 -2.612 0.22
O 1.727 -0.244 -0.138 -0.50
C -3.049 1.055 -0.934 0.07
C 1.655 -0.619 3.461 -0.21
Cl -0.110 1.454 -5.594 0.06
H 0.930 -0.663 4.260 0.20
H -1.042 -2.720 3.224 0.28
O -0.135 1.782 -0.533 -0.74
O 0.045 -2.356 -0.814 -0.75
H 4.998 -0.857 2.990 0.21
Cl 2.099 -4.967 -0.813 -0.05
C 0.179 -3.288 0.070 0.77
H -4.637 2.466 -1.014 0.24
O 0.192 -3.180 1.280 -0.64
H -6.388 0.684 -0.708 0.23
H -0.289 1.132 4.776 0.24
C 3.256 1.129 -1.373 -0.27
C 3.950 -0.725 2.762 -0.25
H -2.039 1.340 4.785 0.23
C -1.168 1.210 4.138 -1.12
Si -1.403 -0.298 3.017 1.80
N -0.124 -0.311 1.814 -0.92
H -3.834 0.140 2.949 0.24
H 3.688 -1.725 -3.938 0.22
C -0.043 4.462 -2.968 -0.06
C -0.056 3.752 -4.172 -0.13
Cl -0.012 4.579 -5.678 0.05
C -3.569 -1.157 -0.671 0.18
C 4.084 1.301 -2.471 -0.20
N -2.634 -0.217 -0.812 -0.49
C 0.362 -4.678 -0.568 -0.47
C 2.605 -0.082 -1.206 0.34
C 3.539 -0.540 1.453 -0.28
C 1.193 -0.441 2.140 0.10
Br -3.052 -2.965 -0.592 0.14
H 3.104 1.924 -0.653 0.24
C 4.249 0.273 -3.390 -0.21
C -3.077 -0.063 2.188 -1.12
C -5.336 0.438 -0.736 -0.11
H 3.298 -0.895 4.794 0.21
C 3.573 -0.927 -3.217 -0.19
C -0.062 3.794 -1.752 -0.16
H -0.123 -4.725 -1.539 0.22
H 4.268 -0.518 0.654 0.23
C -0.110 2.380 -1.674 0.39
C 2.993 -0.755 3.765 -0.21
H -0.023 -5.440 0.103 0.23
Cl -0.049 4.658 -0.266 0.05
H -3.073 0.775 1.492 0.22
H 4.907 0.406 -4.239 0.22
C -0.102 2.362 -4.134 -0.05
Cl -0.002 6.178 -2.999 0.06
H 2.200 -2.033 -1.971 0.25
H -2.423 -2.239 4.233 0.23
H -1.058 2.109 3.530 0.24
C -4.925 -0.876 -0.614 -0.28
C -1.416 -1.961 3.914 -1.14
C -4.375 1.424 -0.905 -0.24
C 2.745 -1.111 -2.121 -0.26
H -5.631 -1.681 -0.477 0.25
C -0.138 1.704 -2.916 -0.20
Cl -0.212 -0.022 -2.849 0.13
```

Properties
E_tot = -7227.0940 hartree
Multiplicity = 1
Orbital gap (spin up / spin down) = 5.54 / 5.54 eV
ΔE to the lowest compared entry with this formula, charge and spin = 1.2547 eV


# 5
A molecular structure, C28H24Cl3N6O4S3Ti. Source: OMol25; level of theory: ωB97M-V with the def2-TZVPD basis set.

```
69
Properties=species:S:1:pos:R:3:nbo_charge:R:1
C 3.706 -0.456 -5.153 -0.02
H 4.198 1.688 -0.348 0.20
H 3.715 0.850 1.161 0.19
C 0.050 1.119 -6.655 -0.26
H 1.619 -0.595 -5.074 0.19
S 0.085 2.788 -7.091 0.48
C 1.375 1.120 -8.528 -0.23
H 1.991 0.694 -9.307 0.24
H 1.061 -1.575 -8.390 0.22
H 4.637 2.387 -3.520 0.23
H 7.073 -0.430 -5.619 0.25
O 1.125 1.183 -1.729 -0.64
N -2.893 -3.962 1.200 -0.22
C 1.610 2.538 1.470 0.72
H 4.519 -2.733 -2.848 0.26
H 5.370 1.380 0.924 0.25
C 2.628 3.620 1.138 -0.27
C 3.612 0.712 -4.403 -0.21
O 1.307 2.236 2.586 -0.49
H 3.947 -1.644 -0.387 0.25
N 1.958 3.267 -1.242 -0.63
H 1.406 3.243 -9.082 0.25
H 1.431 -3.054 -4.868 0.23
C 2.367 -2.548 -4.635 -0.24
C 4.725 1.470 -4.089 -0.23
H 2.507 4.523 3.080 0.24
C 2.433 -1.221 -5.438 0.07
N 2.000 -1.363 -1.264 -0.59
H 0.918 5.830 0.796 0.21
Cl -0.941 0.624 -5.332 0.03
H 0.234 4.764 2.040 0.21
H 3.187 5.570 1.826 0.24
N 2.456 -2.256 -3.210 -0.29
S 1.509 -1.306 1.775 0.08
C 6.100 -0.107 -5.278 -0.25
C 2.406 4.843 2.044 -0.38
S -1.005 -0.985 0.204 0.11
H 4.122 2.876 2.493 0.24
N 1.105 1.791 0.378 -0.72
C 1.032 5.476 1.822 -0.62
N 0.882 -4.617 3.386 -0.22
H 0.901 6.331 2.483 0.24
O 3.214 5.057 -0.700 -0.51
C 1.383 2.103 -0.895 0.79
C 0.782 0.333 -7.496 -0.14
C -1.841 -3.595 1.481 0.25
C 5.971 1.055 -4.534 -0.02
Cl 7.370 1.987 -4.160 0.05
C -0.063 -1.964 1.341 -0.22
O 2.262 -1.496 -6.806 -0.53
H 2.042 3.501 -2.223 0.45
C 2.632 4.090 -0.309 0.73
Cl 5.188 -2.308 -6.495 0.04
C 3.323 -1.758 -1.256 -0.06
H 4.779 3.725 1.093 0.24
Ti 1.042 -0.076 -0.107 1.25
H 3.199 -3.190 -4.904 0.24
C 1.096 2.441 -8.431 -0.40
C 4.035 2.994 1.413 -0.36
H 0.497 -1.504 -2.782 0.25
C 1.513 -1.677 -2.466 0.25
C 3.609 -2.304 -2.464 -0.03
C 0.999 -1.152 -7.391 -0.08
H 0.166 -1.623 -6.857 0.18
C 4.331 1.650 0.737 -0.63
H 2.631 1.029 -4.060 0.22
C -0.539 -3.128 1.837 -0.30
C 0.243 -3.942 2.710 0.25
C 4.973 -0.856 -5.584 -0.03
```

Properties
E_tot = -5135.3918 hartree
Multiplicity = 1
Orbital gap = 6.65 eV
Net charge = +1
ΔE to the lowest compared entry with this formula, charge and spin = 0.4811 eV


# 6
A molecular structure, C28H24Cl4N4O4SSiV. Source: OMol25; level of theory: ωB97M-V with the def2-TZVPD basis set.

```
67
Properties=species:S:1:pos:R:3:nbo_charge:R:1
H 5.064 -6.272 0.767 0.19
Cl 2.023 -2.283 -5.712 -0.03
C 2.707 -0.251 -2.310 -0.15
O -1.752 -1.370 1.354 -0.58
C 1.360 1.566 4.205 -0.27
C -1.088 1.337 3.055 0.09
H -5.606 5.306 -0.885 0.21
O 1.451 -0.162 -0.289 -0.77
H 4.130 -0.333 2.875 0.23
C 0.613 -1.459 -2.029 0.33
H -4.497 4.824 -3.722 0.21
C -1.577 3.700 -0.636 -0.14
C 0.766 -1.968 -3.310 -0.16
C -5.597 2.391 -2.047 -1.12
C -2.538 2.758 -0.917 -0.56
H 0.772 1.668 0.613 0.23
N -0.137 0.486 2.714 -0.42
Cl -0.445 -3.066 -3.897 -0.02
V -0.447 -1.012 0.581 1.53
C -0.352 3.340 -0.079 -0.35
H -3.247 3.597 -3.987 0.24
H 0.429 4.058 0.126 0.20
H -6.393 3.033 -2.446 0.20
C -2.265 1.363 -0.645 0.10
H 1.610 -6.985 -1.662 0.20
H -2.854 5.074 -3.109 0.22
C -3.634 4.326 -3.271 -1.11
H 3.865 -7.660 -0.893 0.19
C -4.725 4.798 -0.480 -1.11
H -5.347 1.618 -2.771 0.26
C -0.892 2.348 3.991 -0.29
H -5.955 1.880 -1.154 0.25
H 3.427 -0.115 4.490 0.19
Cl 4.207 -0.324 -4.586 -0.03
Si -4.109 3.455 -1.665 1.68
C 2.833 -0.768 -3.612 -0.11
C 3.397 -6.768 -0.492 -0.23
H -1.769 4.750 -0.851 0.18
Cl 3.911 0.821 -1.654 -0.04
C 1.521 -3.239 1.043 0.61
C 1.063 0.557 3.289 0.20
H -2.033 1.210 2.536 0.22
C 1.627 -0.579 -1.492 0.29
N 2.305 -2.379 1.702 -0.49
H -1.695 3.029 4.238 0.21
C 1.997 -0.514 2.921 0.15
C 1.532 -5.250 -0.408 -0.18
H 2.350 1.645 4.631 0.21
O 0.295 -3.114 0.834 -0.66
C 3.344 -0.671 3.557 -0.67
H -3.959 5.553 -0.284 0.22
N -1.068 1.042 -0.034 -0.56
H -5.002 4.352 0.479 0.23
H 3.988 -4.208 1.659 0.22
C 2.130 -6.392 -0.919 -0.21
H 0.552 -4.923 -0.731 0.25
H 3.527 -1.729 3.746 0.24
H 0.580 3.262 5.260 0.20
C 0.367 2.468 4.553 -0.17
O -0.366 -1.769 -1.235 -0.71
C 3.477 -4.840 0.946 -0.13
N 1.546 -1.320 2.040 -0.19
C -0.165 2.009 0.199 0.09
S -3.402 0.183 -1.057 -0.33
C 4.071 -5.988 0.441 -0.25
C 1.875 -1.624 -4.108 -0.12
C 2.203 -4.472 0.530 -0.11
```

Properties
E_tot = -5074.0463 hartree
Multiplicity = 2
<S²> = 0.7654
Orbital gap (spin up / spin down) = 5.74 / 5.81 eV
Net charge = -2
ΔE to the lowest compared entry with this formula, charge and spin = 0.8693 eV


# 7
A molecular structure, C28H24N6RhS2Te. Source: OMol25; level of theory: ωB97M-V with the def2-TZVPD basis set.

```
62
Properties=species:S:1:pos:R:3:nbo_charge:R:1
C -0.488 -0.300 4.140 -0.19
N 2.069 -0.182 0.024 -0.45
C -1.655 -6.248 -1.713 -0.17
H 5.242 -4.599 2.504 0.25
Te 0.552 -2.739 -0.621 0.83
C 2.591 -0.158 1.267 0.16
C -3.089 -0.986 -0.128 0.28
H 5.868 -0.009 0.485 0.27
C 1.861 -0.244 3.689 -0.20
H 2.886 -0.238 4.029 0.26
H -0.523 -4.680 -2.646 0.24
C 3.221 -3.890 2.619 -0.21
C 2.871 -0.164 -1.050 0.03
C -0.696 -4.425 -0.503 -0.35
C -0.917 -5.071 -1.717 -0.23
H 5.366 -4.418 0.046 0.25
S -4.637 -0.231 -0.036 0.53
C -1.931 -6.092 0.681 -0.20
H -3.887 -2.845 -0.232 0.44
H -2.727 -7.672 -0.529 0.25
N 1.921 2.886 -0.126 -0.77
C -3.884 1.310 0.057 -0.38
H 1.025 -0.312 5.665 0.27
H 2.426 3.757 -0.159 0.44
H -1.329 -0.330 4.819 0.27
H 3.420 -3.624 -1.242 0.24
H 2.388 -0.198 -2.019 0.24
H 4.373 -0.053 2.459 0.26
H 4.867 -0.084 -1.805 0.28
C -2.548 1.186 0.000 0.08
H -1.010 -4.409 1.639 0.22
N 0.295 -0.230 1.906 -0.34
C 2.205 -3.337 0.521 -0.32
C 0.818 -0.288 4.603 -0.10
C 4.245 -0.101 -0.920 -0.21
H -1.831 -6.770 -2.644 0.25
N -0.224 1.844 -0.101 -0.57
C -0.719 -0.275 2.778 0.05
C -1.559 2.243 0.033 0.09
H -1.716 -0.288 2.364 0.24
C 4.389 -4.232 1.947 -0.16
C 0.583 2.903 -0.044 0.28
H 2.418 2.061 -0.403 0.40
S -0.246 4.399 0.143 0.54
H 1.199 -3.202 2.430 0.21
H -2.192 -2.841 -0.358 0.42
C -1.197 -4.917 0.701 -0.18
C 1.580 -0.206 2.336 0.24
C -2.157 -6.753 -0.522 -0.15
C 3.366 -3.681 -0.162 -0.24
C 2.119 -3.440 1.908 -0.19
N -2.062 -0.132 -0.111 -0.58
H 3.163 -3.997 3.694 0.24
C 3.960 -0.089 1.461 -0.19
C 4.462 -4.130 0.565 -0.17
C -1.749 3.567 0.172 -0.38
H -4.473 2.208 0.133 0.28
H -2.321 -6.498 1.604 0.25
C 4.795 -0.062 0.354 -0.09
H -2.674 4.107 0.283 0.28
N -3.030 -2.316 -0.179 -0.77
Rh 0.030 -0.222 -0.035 0.92
```

Properties
E_tot = -2584.0157 hartree
Multiplicity = 1
Orbital gap = 5.65 eV
Net charge = +3
ΔE to the lowest compared entry with this formula, charge and spin = 0.0851 eV